1.
{
  "formula": "C28H46Br8O15",
  "method": "wB97M-V/def2-TZVPD",
  "species": ["C", "C", "C", "O", "C", "O", "O", "H", "H", "H", "H", "H", "H", "C", "C", "C", "O", "C", "O", "O", "H", "H", "H", "H", "H", "H", "C", "C", "C", "O", "C", "O", "O", "H", "H", "H", "H", "H", "H", "C", "C", "C", "O", "C", "O", "O", "H", "H", "H", "H", "H", "H", "C", "C", "C", "O", "C", "O", "O", "H", "H", "H", "H", "H", "H", "Br", "C", "C", "Br", "H", "H", "H", "H", "Br", "C", "C", "Br", "H", "H", "H", "H", "Br", "C", "C", "Br", "H", "H", "H", "H", "Br", "C", "C", "Br", "H", "H", "H", "H"],
  "xyz": [[-5.66876, 3.51241, -0.63154], [-4.89666, 4.69683, -1.15647], [-4.15610, 4.51167, -2.47658], [-5.06048, 5.11060, -3.38755], [-5.89268, 5.93077, -2.74294], [-6.61704, 6.66247, -3.35987], [-5.82512, 5.75687, -1.48166], [-6.12589, 2.92261, -1.42605], [-6.36332, 3.91251, 0.10711], [-5.15308, 2.72043, -0.08842], [-4.14883, 5.10654, -0.47750], [-3.89244, 3.46616, -2.63625], [-3.22747, 5.08228, -2.46336], [4.74574, 5.45792, 6.27157], [4.11226, 6.01930, 7.57275], [3.07397, 7.18746, 7.64697], [1.98536, 6.73847, 8.44271], [2.25401, 5.40416, 8.76378], [1.40077, 4.71499, 9.32231], [3.34500, 4.98947, 8.16023], [5.45086, 4.76503, 6.73070], [5.31058, 6.10547, 5.60096], [4.08796, 4.92487, 5.58507], [4.88202, 6.13908, 8.33513], [2.79602, 7.61999, 6.68585], [3.39095, 8.06691, 8.20750], [-3.42808, -8.18777, 4.26471], [-3.08135, -7.97340, 2.81146], [-1.69899, -7.26012, 2.62006], [-1.08003, -8.13312, 1.77550], [-1.73832, -9.27424, 1.52624], [-1.42571, -10.10514, 0.70533], [-2.91424, -9.19686, 2.12996], [-4.15952, -8.96564, 4.48381], [-3.64725, -7.24049, 4.75739], [-2.49385, -8.56792, 4.67800], [-3.97134, -7.49623, 2.40120], [-1.15810, -7.00093, 3.53020], [-1.99396, -6.45894, 1.94242], [-6.36371, -3.32628, -7.68778], [-5.30186, -2.82297, -6.69027], [-3.79952, -3.19648, -6.90465], [-3.11071, -1.94335, -7.15048], [-3.92543, -1.00876, -6.90796], [-3.64843, 0.19680, -6.96161], [-5.21363, -1.42541, -6.58343], [-7.40119, -3.14016, -7.41008], [-6.23525, -4.40796, -7.72745], [-6.24778, -2.97365, -8.71262], [-5.50332, -3.22583, -5.69770], [-3.59542, -3.93565, -7.67930], [-3.38863, -3.69564, -6.02708], [-2.17131, 3.14968, 4.90690], [-3.28166, 3.28051, 5.87361], [-3.72943, 4.71881, 6.47269], [-5.16198, 4.83308, 6.27965], [-5.50382, 3.99538, 5.33501], [-6.61346, 3.78040, 4.90554], [-4.50494, 3.07427, 5.07381], [-2.32102, 3.73818, 4.00173], [-1.85943, 2.14835, 4.60994], [-1.27744, 3.55549, 5.38063], [-3.19112, 2.52380, 6.65290], [-3.19402, 5.56242, 6.03707], [-3.56410, 4.70304, 7.54997], [8.22663, -8.75500, -2.88415], [7.64117, -6.88734, -2.65484], [6.20754, -6.84604, -2.91116], [5.47719, -5.00887, -2.83042], [8.20018, -6.26707, -3.35548], [7.79655, -6.56431, -1.62547], [5.59702, -7.36418, -2.17164], [5.88689, -7.33976, -3.82851], [3.75560, -0.20786, -8.68534], [4.65429, 0.81840, -7.18733], [3.52653, 0.84780, -6.17286], [2.23525, 2.22289, -6.56113], [4.91585, 1.85661, -7.39181], [5.46595, 0.17598, -6.84586], [4.05134, 1.03085, -5.23522], [2.93625, -0.06352, -6.07709], [2.16568, 0.70119, 1.00693], [1.34344, -0.01059, -0.60569], [0.02293, -0.77282, -0.29066], [-0.49005, -2.22576, -1.60919], [2.09042, -0.65920, -1.06331], [1.01117, 0.82405, -1.22300], [-0.84754, -0.11992, -0.22668], [-0.00888, -1.03704, 0.76635], [8.22199, 2.73364, -2.50259], [9.24082, 0.99640, -2.38897], [8.69600, 0.17804, -1.27650], [8.76711, 1.15195, 0.39336], [10.31134, 1.20142, -2.38158], [9.15631, 0.38590, -3.28799], [9.20518, -0.78187, -1.19042], [7.63155, -0.03654, -1.37147]],
  "forces_ev_per_a": [[-0.216, -0.330, 0.473], [0.958, -0.137, 0.110], [-0.005, 0.327, 0.664], [1.184, -1.241, -1.262], [-1.145, 0.704, -3.542], [0.110, 0.055, 0.775], [0.189, -0.204, 3.409], [-0.572, 0.555, -0.171], [-0.473, -0.231, -0.309], [0.896, 0.466, 0.070], [-0.518, -0.063, 0.575], [-0.485, 0.035, -0.619], [0.062, 0.073, -0.175], [0.050, -0.020, 0.717], [-0.406, 0.962, 0.017], [0.869, 1.496, 0.095], [0.769, -1.989, -0.052], [-4.473, -0.371, 0.009], [2.823, 1.599, -0.916], [-0.143, -1.779, 0.416], [0.136, -0.369, -0.665], [0.002, 0.610, 0.631], [-0.450, -0.073, 0.532], [0.449, 0.691, -0.464], [-0.544, -0.668, -0.226], [0.902, -0.093, -0.118], [1.334, -0.712, 0.461], [-0.879, 0.247, 1.471], [-3.404, 0.656, -0.969], [3.291, -1.481, -0.965], [-0.190, -0.191, -2.260], [-0.010, 0.948, 1.710], [-0.848, -1.089, 0.516], [-0.334, 0.348, -0.352], [-0.195, -0.082, -0.048], [0.026, -0.035, 0.614], [0.463, 0.416, -0.741], [0.006, -0.083, -0.212], [0.741, 1.065, 0.771], [0.730, -0.273, -0.014], [0.487, -0.769, 0.129], [-0.049, -1.090, -0.329], [0.951, -3.628, -0.336], [-2.223, 6.692, 0.514], [-0.750, -3.220, 0.237], [1.072, 0.787, -0.415], [0.229, 0.228, 0.389], [-0.115, -0.158, -0.014], [0.317, 0.265, 0.096], [-0.587, 0.073, 0.013], [-0.129, 0.529, -0.571], [0.076, 0.561, 0.320], [1.826, 1.032, -0.158], [-3.004, 1.451, -0.709], [1.120, -1.225, 0.710], [1.690, 0.864, 0.063], [-1.706, -3.908, -0.513], [1.291, 1.326, 0.160], [0.044, 0.244, 0.326], [-0.236, 0.008, 0.062], [-0.658, -0.197, 0.218], [0.275, 0.136, 0.052], [-0.398, 0.084, 0.103], [-0.201, -0.054, -0.214], [-0.013, 0.239, -0.095], [-0.005, 0.529, 0.183], [0.917, 0.084, 0.319], [-2.590, -0.459, -0.261], [0.376, -0.390, -0.211], [0.071, -0.210, 0.144], [0.529, -0.216, -0.134], [0.425, 0.060, 0.321], [0.277, 0.613, -0.359], [1.064, 0.760, -0.009], [-1.960, -1.140, -0.328], [0.764, -0.097, 0.818], [0.030, 0.191, 0.151], [0.283, -0.415, -0.675], [0.003, 0.275, -0.182], [-0.585, 0.404, 0.397], [0.407, 0.024, -0.157], [-0.235, -0.024, -0.135], [-1.440, -0.617, -0.308], [-0.250, 0.338, 0.681], [0.655, 1.130, 1.232], [-0.220, 0.263, -0.080], [0.826, -0.006, -0.132], [0.117, 0.343, -1.012], [0.544, -1.429, -0.255], [0.762, -1.154, -0.481], [-0.116, 0.351, -0.849], [-0.496, -0.091, 0.684], [0.313, -0.277, 0.527], [-0.190, 0.418, 0.713], [-0.665, 0.456, -0.393], [0.237, 0.193, 0.176], [0.142, 0.091, -0.383]],
  "lowdin_charge": [-0.018, -0.289, -0.097, 0.080, -0.642, 0.151, 0.125, 0.095, 0.093, 0.084, 0.150, 0.138, 0.130, -0.006, -0.273, -0.096, 0.043, -0.510, 0.115, 0.077, 0.082, 0.082, 0.085, 0.149, 0.127, 0.125, -0.033, -0.317, -0.105, 0.065, -0.551, 0.149, 0.100, 0.090, 0.092, 0.084, 0.149, 0.140, 0.136, -0.015, -0.318, -0.044, 0.124, -0.572, 0.107, 0.072, 0.082, 0.079, 0.086, 0.142, 0.130, 0.127, -0.051, -0.256, -0.034, 0.085, -0.572, 0.136, 0.025, 0.092, 0.088, 0.085, 0.146, 0.128, 0.126, 0.620, -0.698, -0.738, 0.581, 0.061, 0.065, 0.053, 0.056, 0.548, -0.592, -0.788, 0.626, 0.059, 0.057, 0.058, 0.033, 0.613, -0.677, -0.649, 0.535, 0.044, 0.055, 0.044, 0.034, 0.535, -0.647, -0.726, 0.591, 0.063, 0.065, 0.069, 0.050],
  "spin_multiplicity": 1,
  "homo_ev": -10.1,
  "smiles": "C[C@H]1COC(=O)O1.C[C@H]1COC(=O)O1.C[C@H]1COC(=O)O1.C[C@H]1COC(=O)O1.C[C@H]1COC(=O)O1.BrCCBr.BrCCBr.BrCCBr.BrCCBr",
  "gap_ev": 9.8,
  "relative_energy_kj_mol": 462.28
}

---

2.
{
  "formula": "C3H7NO2S",
  "method": "wB97M-V/def2-TZVPD",
  "species": ["C", "C", "C", "N", "O", "O", "S", "H", "H", "H", "H", "H", "H", "H"],
  "xyz": [[-0.65795, 1.03203, -0.44902], [0.86595, -0.52178, 0.82248], [-0.18664, -0.40063, -0.13828], [-1.76410, -1.21183, 0.91256], [-1.48448, -2.28465, 1.38783], [-2.81255, -0.62137, 0.81378], [-0.34132, -1.39927, -1.57557], [-1.72330, 1.02835, 0.00676], [-0.76137, 0.99870, -1.56654], [-0.08475, 1.74687, 0.02008], [0.89240, -1.47235, 1.35957], [0.77660, 0.28403, 1.55503], [1.81566, -0.32495, 0.45733], [0.17773, -2.60310, -1.20508]],
  "forces_ev_per_a": [[-3.567, -4.019, -1.026], [-0.451, -0.573, 2.591], [1.118, 1.594, -3.825], [-1.689, 0.467, 4.955], [-0.163, -0.588, -1.362], [-0.179, -0.752, -1.264], [0.348, -0.263, 0.131], [1.554, 0.694, -0.936], [0.104, 1.245, 1.034], [1.424, 1.681, 0.493], [0.030, 0.002, -0.075], [-0.388, -0.163, 0.334], [2.043, 0.115, -1.299], [-0.185, 0.559, 0.250]],
  "lowdin_charge": [-0.099, -0.133, -0.778, -0.322, 0.069, 0.070, 0.837, 0.096, 0.064, 0.044, 0.086, 0.096, 0.067, -0.098],
  "spin_multiplicity": 3,
  "s2": 2.008,
  "homo_ev": [-6.1, -10.3],
  "gap_ev": [6.4, 7.9],
  "relative_energy_kj_mol": 452.45
}